(1)
Density functional theory data (wB97M-V/def2-TZVPD) for 2 unconnected molecules or ions with the total composition C7H7ClF2N2O2 in a non-equilibrium geometry.

Its total energy is -32401.621 eV. Its orbital gap is 9.002 eV. Its energy above the lowest of the compared OMol25 structures with the same formula, charge and spin is 0.0 kcal per mole. For the LUMO energy, the calculation gives -0.954 eV. As for the structure (SMILES): O=[N+]([O-])c1cccc(Cl)c1.NC(F)F. The value obtained for the HOMO energy is -9.96 eV.

Geometry as ORCA input:
```
! RIJCOSX wB97M-V def2-TZVPD def2/J DEFGRID3
* xyz 0 1
O 0.7091 -1.3151 2.1101
N 0.5204 -1.7296 0.9733
O 1.0523 -2.7334 0.4738
C -0.4197 -1.0292 0.1179
C -0.1612 -0.8943 -1.2090
C -0.9797 -0.1999 -2.0873
C -2.1685 0.2766 -1.5150
C -2.4540 0.0682 -0.1632
Cl -4.0636 0.5912 0.4895
C -1.5809 -0.5506 0.6910
H 0.5861 -1.5803 -1.5695
H -0.5760 0.2040 -3.0544
H -2.9677 0.5503 -2.1792
H -1.8802 -0.5718 1.8015
N 2.5311 0.4968 0.6394
C 1.7398 1.6063 0.6186
F 0.9408 1.7095 -0.4484
F 2.5672 2.6868 0.5566
H 2.0735 -0.1143 1.3706
H 3.4948 0.6450 0.9587
H 1.0366 1.8839 1.4251
*
```

(2)
Density functional theory data (wB97M-V/def2-TZVPD) for a molecular structure, C47H39BCl2N9O2STcTe.

Its expectation value of S² is 2.014. Its total energy is -112916.301 eV. Its orbital gap (alpha / beta) is 7.152 / 6.955 eV. Its energy above the lowest of the compared OMol25 structures with the same formula, charge and spin is 0.0 kcal per mole. For the LUMO energy (alpha / beta), the calculation gives -5.887 / -6.074 eV. The value obtained for the HOMO energy (alpha / beta) is -13.04 / -13.03 eV.

Geometry as ORCA input:
```
! RIJCOSX wB97M-V def2-TZVPD def2/J DEFGRID3
* xyz 2 3
Tc 1.0550 -1.2527 0.3204
C -2.3460 -2.8921 2.4201
C -1.3160 -1.9614 2.3063
N -0.5744 -2.2374 1.2336
N -1.0987 -3.3274 0.6466
C -2.1627 -3.7476 1.3503
B -0.3033 -4.1415 -0.4102
N -0.0324 -3.2774 -1.6672
C -0.0092 -3.6068 -2.9655
C 0.5167 -2.5435 -3.6782
C 0.8184 -1.5892 -2.7164
N 0.4881 -2.0469 -1.5032
N 1.1125 -4.3506 0.2261
C 1.8048 -5.4681 0.4806
C 3.0629 -5.1279 0.9337
C 3.0639 -3.7433 0.9264
N 1.8838 -3.2662 0.5085
N -1.0994 -5.3635 -0.7794
C -1.0994 -6.6723 -0.3976
C -2.1220 -7.3042 -1.0471
C -2.7276 -6.2900 -1.8145
N -2.1241 -5.1305 -1.6466
H -3.1048 -2.9542 3.1794
H -1.0822 -1.1184 2.9366
H -2.7280 -4.6114 1.0421
H -0.3865 -4.5509 -3.3139
H 0.6682 -2.4793 -4.7410
H 1.2401 -0.6044 -2.8417
H 1.3821 -6.4409 0.3172
H 3.8569 -5.7852 1.2395
H 3.8840 -3.0965 1.1831
H -0.4075 -7.0745 0.3201
H -2.4026 -8.3406 -0.9797
H -3.5672 -6.3655 -2.4869
Cl -3.1197 -1.2159 -2.9435
C -4.4317 -1.4215 -1.8527
C -5.5950 -2.0109 -2.3145
C -6.6720 -2.1615 -1.4573
C -6.6098 -1.7128 -0.1483
C -5.4495 -1.1192 0.3142
Cl -5.3919 -0.5560 1.9439
C -4.3382 -0.9703 -0.5293
S -2.8496 -0.2648 0.0900
H -5.6488 -2.3493 -3.3394
H -7.5784 -2.6275 -1.8194
H -7.4574 -1.8149 0.5144
C -0.2419 5.7076 1.9437
C -0.2590 4.2771 1.4783
C -1.1624 3.8222 0.5510
C -1.1726 2.4936 0.0678
C -2.2577 2.1918 -0.8413
O -2.9019 1.0843 -0.9237
C -2.8276 3.1983 -1.7352
C -2.0357 4.1948 -2.3209
C -2.6101 5.1431 -3.1437
C -3.9759 5.1081 -3.3995
C -4.7673 4.1132 -2.8383
C -4.1989 3.1549 -2.0223
C -0.1715 1.5678 0.5412
O -0.0390 0.3961 -0.0075
C 0.7304 2.0362 1.5435
C 0.6573 3.3610 1.9698
C 1.8005 1.2007 2.0999
N 1.8866 -0.0743 1.9046
C 3.0936 -0.7573 2.4082
C 4.2653 -0.5860 1.4299
Te 3.6268 -0.8202 -0.6384
C 3.7442 1.2115 -1.2191
C 2.5846 1.9281 -1.4890
C 2.6765 3.2561 -1.8839
C 3.9195 3.8580 -2.0223
C 5.0750 3.1323 -1.7618
C 4.9929 1.8055 -1.3658
C 2.8635 1.9462 2.8540
C 3.7711 2.7126 2.1237
C 4.8117 3.3652 2.7669
C 4.9313 3.2899 4.1485
C 3.9968 2.5739 4.8821
C 2.9710 1.8951 4.2392
H -1.0715 6.2703 1.5204
H 0.6880 6.1900 1.6383
H -0.2997 5.7734 3.0303
H -1.9440 4.4908 0.2220
H -0.9682 4.1995 -2.1437
H -1.9923 5.9083 -3.5934
H -4.4226 5.8556 -4.0412
H -5.8301 4.0878 -3.0354
H -4.8156 2.3905 -1.5699
H 1.3436 3.6981 2.7343
H 2.8458 -1.8078 2.5404
H 3.3816 -0.3693 3.3830
H 5.0515 -1.3128 1.6272
H 4.6951 0.4095 1.5056
H 1.6144 1.4583 -1.3890
H 1.7737 3.8181 -2.0871
H 3.9897 4.8893 -2.3409
H 6.0446 3.5985 -1.8766
H 5.8973 1.2422 -1.1698
H 3.6596 2.7996 1.0490
H 5.5240 3.9324 2.1822
H 5.7427 3.7988 4.6507
H 4.0662 2.5418 5.9611
H 2.2481 1.3367 4.8231
*
```

(3)
Density functional theory data (wB97M-V/def2-TZVPD) for a single C4H8O2 molecule.

Its total energy is -8371.336 eV. Its orbital gap is 10.442 eV. Its energy above the lowest of the compared OMol25 structures with the same formula, charge and spin is 44.9 kcal per mole. For the LUMO energy, the calculation gives 0.806 eV. As for the structure (SMILES): C[C@H]1[C@@H](O)[C@H]1O. The value obtained for the HOMO energy is -9.64 eV.

Geometry as ORCA input:
```
! RIJCOSX wB97M-V def2-TZVPD def2/J DEFGRID3
* xyz 0 1
C 1.5760 -0.1307 -0.1991
C 0.3818 -0.2433 0.7180
C -0.8197 0.6555 0.5894
O -0.9657 1.5586 -0.4735
C -0.9359 -0.7969 0.2182
O -1.0540 -1.0400 -1.1487
H 2.2175 -1.0112 -0.0924
H 1.2707 -0.0923 -1.2495
H 2.1816 0.7530 0.0347
H 0.6253 -0.5036 1.7471
H -1.2916 1.0301 1.4937
H -0.1437 1.5874 -0.9756
H -1.4994 -1.4841 0.8467
H -1.5429 -0.2827 -1.5089
*
```